Record 1
18
Properties=species:S:1:pos:R:3:lowdin_charge:R:1 method="wB97M-V/def2-TZVPD" e_tot_ev=-8898.951 e_above_lowest_kcal_mol=63.34 smiles="C=C/C(C)=C/N.O"
O 1.17 -0.18 3.73 -0.07
N -1.69 -0.79 0.88 0.03
C -1.06 0.13 0.00 -0.15
C -0.12 -0.12 -0.91 -0.32
C -0.01 0.71 -2.11 -0.16
C 0.99 -1.10 -0.58 -0.04
C -0.13 2.03 -2.17 -0.01
H -2.62 -1.03 0.61 0.07
H -0.23 2.69 -1.31 0.06
H -1.75 0.96 -0.17 0.11
H 0.11 2.61 -3.04 0.04
H 0.66 -0.81 4.25 0.03
H 0.66 -1.60 0.32 0.05
H -1.07 -1.56 1.06 0.05
H 1.76 0.25 4.36 0.03
H 0.28 0.22 -3.04 0.10
H 1.87 -0.49 -0.58 0.08
H 1.17 -1.93 -1.27 0.08



Record 2
18
Properties=species:S:1:pos:R:3:lowdin_charge:R:1 method="wB97M-V/def2-TZVPD" e_tot_ev=-8898.307 e_above_lowest_kcal_mol=78.19 smiles="C=CC/C=C/N.O"
O 2.63 2.91 0.07 -0.03
N -0.62 1.82 -2.15 0.02
C -0.44 -2.98 1.85 -0.03
C -0.99 -2.28 0.84 -0.19
C -0.21 0.91 -1.14 -0.22
C -0.73 -0.78 0.74 -0.23
C -0.75 -0.29 -0.74 -0.12
H 0.56 1.42 -0.54 0.09
H 3.37 2.93 0.69 0.05
H 2.37 3.79 0.11 -0.01
H -1.25 -1.05 -1.32 0.07
H -1.20 1.37 -2.87 0.08
H 0.18 -0.45 1.27 0.11
H -1.51 -0.33 1.34 0.10
H 0.11 2.44 -2.56 0.10
H -0.67 -3.96 2.10 0.01
H -1.34 -2.83 -0.11 0.12
H 0.47 -2.65 2.41 0.07



Record 3
18
Properties=species:S:1:pos:R:3:lowdin_charge:R:1 method="wB97M-V/def2-TZVPD" e_tot_ev=-8897.176 e_above_lowest_kcal_mol=104.26
O 0.49 2.62 -0.52 0.04
N 0.66 0.23 -0.03 -0.13
C -0.68 -0.17 -0.49 -0.43
C -1.49 0.95 0.13 -0.11
C 1.77 -0.69 0.20 -0.04
C -1.02 -1.60 -0.09 -0.08
C 0.78 1.54 0.21 -0.16
H -2.41 1.19 -0.42 0.03
H -2.05 -1.80 -0.39 0.08
H 2.59 -0.15 0.69 0.09
H 1.64 1.77 0.85 0.14
H -0.38 -2.36 -0.56 0.07
H -0.71 -0.11 -1.59 0.13
H -1.75 0.70 1.17 0.03
H 1.45 -1.52 0.84 0.08
H -0.96 -1.72 1.00 0.08
H 2.14 -1.10 -0.75 0.10
H -0.46 2.46 -0.72 0.08



Record 4
18
Properties=species:S:1:pos:R:3:lowdin_charge:R:1 method="wB97M-V/def2-TZVPD" e_tot_ev=-8891.423 e_above_lowest_kcal_mol=44.12 multiplicity=2 total_charge=+1
O -2.54 -3.28 3.14 -0.06
N 1.82 -1.23 -0.37 0.22
C -0.95 0.97 -0.69 -0.07
C 1.24 -0.17 -0.95 -0.31
C 1.94 0.93 -1.45 0.24
C -0.53 2.05 0.25 -0.05
C -0.20 -0.13 -0.98 -0.04
H -2.64 -2.61 3.82 0.04
H -0.12 1.58 1.13 0.10
H -0.05 2.87 -0.28 0.10
H 1.43 -2.15 -0.51 0.15
H 3.01 0.95 -1.39 0.10
H -1.92 1.08 -1.16 0.12
H 1.42 1.77 -1.88 0.10
H -1.41 2.49 0.68 0.08
H 2.83 -1.28 -0.44 0.14
H -0.76 -1.04 -1.23 0.13
H -2.57 -2.80 2.31 0.02



Record 5
19
Properties=species:S:1:pos:R:3:lowdin_charge:R:1 method="wB97M-V/def2-TZVPD" e_tot_ev=-10945.191 e_above_lowest_kcal_mol=1.18 total_charge=-2 smiles=N[C@@H](C[O-])CCC[O-]
O 3.11 1.45 0.84 -0.43
O -3.13 -2.33 -0.86 -0.45
N 1.15 1.38 -1.08 0.00
C 1.95 0.77 1.17 -0.50
C -0.33 -0.01 0.28 -0.21
C 1.13 0.34 -0.07 -0.45
C -2.53 -1.18 -0.41 -0.57
C -0.98 -1.15 -0.53 -0.24
H 2.11 -0.15 1.78 0.07
H 1.61 -0.55 -0.47 0.12
H 1.31 1.46 1.78 0.08
H -0.34 -0.34 1.33 0.10
H -0.61 -2.15 -0.29 0.09
H -2.91 -0.30 -0.98 0.07
H 2.11 1.72 -1.09 0.03
H -0.93 0.90 0.23 0.09
H -0.68 -1.02 -1.58 0.09
H -2.69 -1.01 0.69 0.07
H 0.63 2.18 -0.74 0.05



Record 6
19
Properties=species:S:1:pos:R:3:lowdin_charge:R:1 method="wB97M-V/def2-TZVPD" e_tot_ev=-10943.538 e_above_lowest_kcal_mol=132.11
O -1.94 -2.29 0.36 0.03
O -1.86 -1.07 2.24 0.02
N 0.62 -0.15 0.91 0.09
C 0.43 -0.86 -1.39 -0.04
C -1.50 -1.35 0.96 -0.38
C -0.88 1.18 -0.60 -0.04
C 2.14 1.10 0.20 0.04
C 0.04 0.04 -0.26 -0.53
H 0.22 0.46 1.62 0.08
H 2.17 1.73 1.08 0.02
H -1.08 1.81 0.27 0.09
H -0.46 1.78 -1.41 0.08
H 2.91 0.34 0.13 0.02
H -2.46 -1.78 2.55 0.11
H 1.99 1.65 -0.73 0.03
H 0.62 -0.31 -2.31 0.09
H -1.82 0.75 -0.95 0.09
H 1.29 -1.48 -1.12 0.09
H -0.43 -1.53 -1.56 0.09



Record 7
19
Properties=species:S:1:pos:R:3:lowdin_charge:R:1 method="wB97M-V/def2-TZVPD" e_tot_ev=-10941.458 e_above_lowest_kcal_mol=180.07
O 2.20 -1.05 -0.32 -0.01
O 2.45 1.15 0.04 -0.06
N -1.38 0.73 0.06 0.30
C 2.64 0.05 -0.56 -0.59
C -0.10 -0.87 1.59 -0.03
C 0.02 0.75 -0.52 -0.07
C -4.31 -0.18 -0.55 -0.04
C -0.59 -0.40 0.22 -0.37
H 0.56 1.58 -0.02 0.13
H -0.76 -1.29 -0.40 0.18
H -5.02 -0.95 -0.28 0.02
H 3.23 0.26 -1.50 0.13
H -0.13 -0.07 2.33 0.09
H -0.84 -1.56 1.99 0.08
H 0.87 -1.32 1.58 0.07
H -3.44 -0.04 0.09 -0.02
H 0.08 0.79 -1.60 0.15
H -4.65 0.85 -0.53 0.03
H -3.89 -0.51 -1.51 0.02



Record 8
19
Properties=species:S:1:pos:R:3:lowdin_charge:R:1 method="wB97M-V/def2-TZVPD" e_tot_ev=-10947.374 e_above_lowest_kcal_mol=43.64 smiles="CCC(=O)NCCO"
O -1.82 1.55 -0.72 0.05
O 0.60 -0.20 2.51 -0.07
N 0.27 1.28 0.12 0.06
C -0.98 -0.70 -0.85 -0.15
C -1.94 -0.99 -2.02 -0.10
C 1.45 0.45 0.31 -0.19
C -0.91 0.80 -0.45 -0.46
C 1.70 0.39 1.79 -0.25
H 2.26 1.11 -0.15 0.14
H 1.64 1.44 2.17 0.12
H 0.97 -0.99 2.89 0.08
H 0.12 2.15 0.61 0.14
H 0.04 -0.86 -1.22 0.08
H 1.61 -0.55 -0.12 0.12
H -2.10 -2.06 -1.92 0.06
H -1.56 -1.04 -3.07 0.08
H -2.82 -0.34 -2.04 0.07
H 2.61 0.05 2.26 0.11
H -1.14 -1.48 -0.10 0.12